ORCA calculation (ωB97M-V/def2-TZVPD) on C48H50AlGe2O4S5 as an isolated structure.

Structure (XYZ):
```
110
Properties=species:S:1:pos:R:3:mulliken_charge:R:1
Al 2.620 -2.609 0.621 0.538
C 5.148 -3.783 -3.962 -1.480
C 3.796 -3.133 -4.083 0.838
C 3.656 -1.752 -4.057 -1.322
C 2.407 -1.148 -4.089 1.022
C 2.300 0.355 -4.033 -1.301
C 1.261 -1.950 -4.147 -0.310
C 1.384 -3.342 -4.204 1.866
C 0.183 -4.254 -4.185 -2.039
C 2.651 -3.909 -4.178 -0.617
C -0.080 -1.300 -4.178 -0.181
C -0.729 -1.267 -5.408 0.030
C -1.946 -0.630 -5.552 -1.293
C -2.503 0.011 -4.463 -0.188
C -1.876 0.001 -3.215 -1.117
C -0.663 -0.692 -3.052 1.106
Ge 0.217 -0.925 -1.255 -0.123
S 1.485 -2.724 -1.273 0.265
S 1.242 0.919 -0.399 -0.024
Ge 0.532 -0.019 1.547 -0.533
S 2.141 -1.301 2.342 -0.352
S -1.170 -1.125 0.543 -0.193
C -0.070 1.217 2.995 0.866
C -1.041 0.816 3.927 -0.547
C -1.493 1.734 4.872 0.065
C -0.985 3.021 4.915 -1.187
C 0.010 3.395 4.030 -0.116
C 0.487 2.498 3.079 -0.787
C 1.585 2.940 2.169 -0.189
C 2.920 2.650 2.462 1.505
C 3.338 1.933 3.720 -1.810
C 3.913 3.085 1.585 -1.100
C 3.616 3.814 0.449 0.998
C 4.697 4.279 -0.490 -1.479
C 2.283 4.122 0.190 -0.704
C 1.269 3.695 1.028 1.144
C -0.168 4.002 0.706 -1.736
C -1.616 -0.561 3.967 -0.135
C -0.976 -1.591 4.661 1.217
C 0.274 -1.371 5.473 -1.805
C -1.556 -2.860 4.670 -1.161
C -2.764 -3.115 4.049 0.905
C -3.382 -4.487 4.067 -1.468
C -3.419 -2.061 3.418 -1.094
C -2.867 -0.793 3.373 1.133
C -3.588 0.329 2.680 -1.073
C -2.593 0.804 -2.182 1.296
C -2.279 2.152 -1.993 0.591
C -1.101 2.815 -2.659 -1.429
C -3.114 2.929 -1.190 -0.696
C -4.250 2.411 -0.597 0.700
C -5.154 3.270 0.246 -1.557
C -4.552 1.069 -0.811 -0.801
C -3.744 0.261 -1.588 0.747
C -4.088 -1.190 -1.791 -1.728
H 5.943 -3.041 -4.004 0.370
H 5.307 -4.514 -4.758 0.375
H 5.217 -4.305 -3.005 0.242
H 4.542 -1.131 -3.983 0.252
H 3.281 0.812 -4.162 0.539
H 1.906 0.683 -3.068 0.016
H 1.630 0.733 -4.808 0.257
H -0.747 -3.696 -4.116 0.288
H 0.247 -4.912 -3.316 0.382
H 0.150 -4.880 -5.080 0.420
H 2.741 -4.991 -4.185 0.354
H -0.261 -1.750 -6.258 0.481
H -2.452 -0.612 -6.510 0.390
H -3.439 0.550 -4.558 0.522
H -2.252 1.422 5.581 0.547
H -1.356 3.728 5.648 0.400
H 0.438 4.390 4.074 0.542
H 2.483 1.644 4.327 0.198
H 3.984 2.580 4.318 0.482
H 3.896 1.029 3.476 0.329
H 4.946 2.834 1.807 0.322
H 5.679 3.956 -0.149 0.371
H 4.699 5.369 -0.564 0.343
H 4.531 3.877 -1.491 0.294
H 2.034 4.691 -0.701 0.332
H -0.250 4.492 -0.265 0.547
H -0.611 4.654 1.462 0.447
H -0.753 3.080 0.686 0.127
H 0.665 -0.364 5.351 0.153
H 1.051 -2.072 5.175 0.397
H 0.058 -1.532 6.532 0.443
H -1.035 -3.662 5.182 0.315
H -2.752 -5.196 4.603 0.362
H -3.524 -4.855 3.049 0.315
H -4.360 -4.460 4.552 0.330
H -4.376 -2.242 2.938 0.371
H -4.534 -0.020 2.268 0.387
H -2.977 0.716 1.862 0.005
H -3.786 1.153 3.368 0.333
H -0.597 2.141 -3.349 0.151
H -0.376 3.126 -1.906 -0.238
H -1.423 3.701 -3.211 0.512
H -2.876 3.979 -1.053 0.229
H -4.777 4.291 0.307 0.375
H -5.231 2.870 1.260 0.288
H -6.160 3.300 -0.178 0.336
H -5.445 0.649 -0.359 0.331
H -4.999 -1.451 -1.252 0.463
H -3.277 -1.818 -1.417 0.278
H -4.224 -1.424 -2.848 0.336
O 5.260 -4.214 1.973 -0.681
S 4.444 -4.108 0.802 1.118
O 4.768 -4.955 -0.305 -0.660
O 4.367 -2.618 0.329 -0.261
O 2.937 -4.266 1.180 -0.315
```

LUMO energy = 2.25 eV
HOMO level = -0.2170 Eh
Net charge = -1
Multiplicity = 1
Total energy = -8547.81485 hartree